Entry 1:
Here is a molecular structure, C35H32F3IInN6O13S from the Open Molecules 2025 dataset. Energies are from ωB97M-V/def2-TZVPD.

Geometry as XYZ:
```
92
C35H32F3IInN6O13S ωB97M-V/def2-TZVPD
N 1.13 4.12 3.87
C 1.75 3.64 3.01
O 2.56 3.34 2.05
In 1.50 3.11 0.22
C 1.27 5.10 -0.80
C 0.28 6.04 -0.06
C -1.21 5.62 -0.10
I -1.84 4.57 -1.87
S 3.11 1.80 -1.28
O 3.06 2.32 -2.66
O 4.51 1.93 -0.77
C 2.79 -0.04 -1.30
F 3.54 -0.58 -2.29
F 3.17 -0.65 -0.18
F 1.53 -0.30 -1.60
H -0.02 2.24 0.47
H 2.27 5.57 -0.71
H 1.09 5.00 -1.88
H 0.58 6.01 1.01
H 0.43 7.09 -0.37
H -1.52 5.05 0.79
H -1.81 6.54 -0.07
C -7.06 5.28 3.83
C -7.30 4.83 2.54
C -6.52 5.28 1.49
C -5.50 6.18 1.74
C -5.25 6.64 3.02
C -6.03 6.19 4.07
N -4.66 6.65 0.64
O -4.92 6.24 -0.48
O -3.75 7.41 0.91
H -7.67 4.92 4.65
H -8.10 4.13 2.35
H -6.72 4.93 0.48
H -4.45 7.34 3.22
H -5.85 6.53 5.08
C 5.13 -3.10 -2.50
C 6.12 -3.96 -2.96
C 6.50 -5.05 -2.19
C 5.88 -5.27 -0.97
C 4.90 -4.41 -0.49
C 4.53 -3.32 -1.26
N 6.27 -6.43 -0.17
O 7.14 -7.15 -0.61
O 5.69 -6.62 0.88
H 4.83 -2.25 -3.10
H 6.58 -3.79 -3.92
H 7.27 -5.72 -2.56
H 4.43 -4.58 0.46
H 3.77 -2.65 -0.91
C 4.35 -8.00 3.41
C 3.42 -7.68 2.43
C 2.11 -7.39 2.79
C 1.75 -7.43 4.12
C 2.66 -7.75 5.11
C 3.97 -8.04 4.75
N 0.37 -7.11 4.50
O -0.42 -6.85 3.61
O 0.09 -7.11 5.68
H 5.37 -8.22 3.13
H 3.72 -7.65 1.40
H 1.39 -7.15 2.02
H 2.37 -7.78 6.15
H 4.70 -8.29 5.51
C 3.32 -7.82 -1.34
C 4.33 -8.77 -1.39
C 4.18 -9.90 -2.19
C 3.02 -10.05 -2.93
C 2.00 -9.11 -2.88
C 2.15 -7.99 -2.07
N 2.87 -11.23 -3.80
O 3.77 -12.04 -3.81
O 1.85 -11.32 -4.45
H 3.44 -6.94 -0.72
H 5.24 -8.64 -0.82
H 4.97 -10.63 -2.23
H 1.09 -9.24 -3.45
H 1.37 -7.25 -2.03
C -7.30 11.27 -3.59
C -7.87 10.01 -3.71
C -7.90 9.16 -2.61
C -7.37 9.59 -1.41
C -6.79 10.84 -1.28
C -6.75 11.68 -2.38
N -7.42 8.71 -0.24
O -7.92 7.61 -0.38
O -6.97 9.12 0.81
H -7.27 11.93 -4.45
H -8.29 9.69 -4.65
H -8.35 8.18 -2.70
H -6.36 11.17 -0.34
H -6.30 12.66 -2.30
```

Output
HOMO energy: -6.302 eV
Charge: -1
2S+1: 1
Frontier orbital gap: 6.83 eV

Löwdin atomic charge list, values in e, 5 entries:
1 N 0.08
2 C -0.57
3 O -0.20
4 In 0.71
5 C -0.34

***

Entry 2:
Here is a molecular structure, C35H32IN8O5Ti from the Open Molecules 2025 dataset. Energies are from ωB97M-V/def2-TZVPD.

Geometry as XYZ:
```
82
C35H32IN8O5Ti ωB97M-V/def2-TZVPD
Ti -0.68 0.23 -0.28
C -4.66 0.39 -2.01
C -5.57 -0.10 -1.07
C -5.11 -0.43 0.18
C -3.75 -0.29 0.50
N -2.88 0.15 -0.43
C -3.35 0.51 -1.63
N -3.38 -0.64 1.77
C -2.23 -0.37 2.28
N -1.15 0.34 1.75
C -0.16 0.35 2.74
N 0.99 0.90 2.71
C 1.52 1.57 1.62
C 2.51 2.53 1.88
C 3.13 3.18 0.84
C 2.77 2.85 -0.46
C 1.79 1.91 -0.65
N 1.15 1.28 0.36
C -0.63 -0.37 3.94
C -0.03 -0.62 5.15
C -0.75 -1.35 6.08
C -2.05 -1.80 5.80
C -2.64 -1.53 4.58
C -1.91 -0.81 3.66
H -4.97 0.67 -3.01
H -6.62 -0.22 -1.32
H -5.76 -0.81 0.95
H -2.61 0.89 -2.32
H 2.77 2.70 2.91
H 3.90 3.91 1.03
H 3.27 3.29 -1.31
H 1.49 1.61 -1.65
H 0.98 -0.27 5.35
H -0.31 -1.58 7.05
H -2.58 -2.37 6.55
H -3.64 -1.88 4.33
I -2.91 -5.74 -5.45
C -1.85 -4.12 -4.66
C -0.62 -3.78 -5.19
C 0.08 -2.71 -4.66
C -0.45 -1.97 -3.61
C -1.69 -2.33 -3.08
C -2.40 -3.40 -3.60
C 0.35 -0.84 -3.05
O 1.48 -0.61 -3.45
O -0.22 -0.12 -2.12
H -0.20 -4.35 -6.01
H 1.04 -2.42 -5.05
H -2.10 -1.78 -2.25
H -3.35 -3.68 -3.18
C -1.31 4.48 2.10
N -1.44 3.33 1.23
C -1.22 3.35 -0.10
N -1.10 4.55 -0.71
O -1.12 2.30 -0.76
H -1.52 4.16 3.12
H -2.02 5.26 1.84
H -0.29 4.90 2.07
H -1.44 2.40 1.62
H -1.22 5.42 -0.23
H -0.95 4.55 -1.70
C 0.46 -4.06 -0.60
O 0.47 -2.63 -0.70
C -0.38 -1.94 0.14
O -0.99 -2.57 0.98
H 0.95 -4.42 -1.50
H -0.56 -4.43 -0.54
H 1.00 -4.39 0.29
N 2.92 -1.08 -0.70
C 4.04 -0.29 -0.67
C 4.70 -0.02 0.54
C 5.78 0.84 0.57
C 6.24 1.45 -0.59
C 5.60 1.17 -1.79
C 4.52 0.31 -1.84
H 2.71 -1.69 0.07
H 2.53 -1.35 -1.58
H 4.34 -0.48 1.45
H 6.27 1.04 1.52
H 7.09 2.12 -0.56
H 5.95 1.63 -2.71
H 4.00 0.11 -2.77
```

Output
HOMO energy (alpha / beta): -7.294 / -7.310 eV
Expectation value of S²: 0.75
Charge: 0
2S+1: 2
Frontier orbital gap (alpha / beta): 6.79 / 6.69 eV

Löwdin atomic charge list, values in e, 5 entries:
1 Ti 1.04
2 C -0.05
3 C -0.05
4 C 0.00
5 C -0.29

***

Number 1 is which compound?
C35H32F3IInN6O13S

***

The highest charge belongs to which entry?
C35H32IN8O5Ti

***

The highest charge belongs to which entry?
C35H32IN8O5Ti